(1)
12
Properties=species:S:1:pos:R:3 method="wB97M-V/def2-TZVPD" lumo_ev=-0.17 e_above_lowest_ev=0.0000 homo_lumo_gap_ev=9.80 homo_energy_ev=-9.97 fmax_ev_per_a=2.99 total_charge=0
C 1.610 0.437 -0.374
C -2.458 0.096 0.072
O 0.991 -1.549 1.243
O 2.734 -0.289 -0.672
F -3.134 1.157 -0.309
F -3.316 -0.672 0.717
F -2.138 -0.498 -1.045
S 0.415 -0.855 0.133
S -0.975 0.623 0.960
H 3.102 -0.596 0.120
H 1.360 1.006 -1.194
H 1.809 1.140 0.350


(2)
9
Properties=species:S:1:pos:R:3 method="wB97M-V/def2-TZVPD" s_squared=2.005 lumo_ev="0.93 / -2.05" e_above_lowest_ev=0.2454 homo_lumo_gap_ev="8.83 / 7.02" homo_energy_ev="-7.90 / -9.06" fmax_ev_per_a=6.69 multiplicity=3 total_charge=0
C 1.775 -0.162 0.036
C -1.864 0.204 0.030
F -1.353 1.363 -0.164
F -2.505 -0.276 -1.004
F -2.486 0.016 1.172
S 0.591 -1.508 -0.067
H 1.930 0.036 1.004
H 1.306 0.781 -0.581
H 2.607 -0.452 -0.428


(3)
9
Properties=species:S:1:pos:R:3 method="wB97M-V/def2-TZVPD" s_squared=2.007 lumo_ev="0.87 / -2.65" e_above_lowest_ev=0.9417 homo_lumo_gap_ev="6.16 / 8.08" homo_energy_ev="-5.28 / -10.73" fmax_ev_per_a=3.48 multiplicity=3 total_charge=0
C 0.802 1.178 -0.419
C -0.786 -1.103 0.404
F -0.674 -2.303 0.983
F -1.416 -0.210 1.131
F -1.351 -1.137 -0.804
S 1.168 -0.545 0.081
H 0.435 1.182 -1.432
H 1.806 1.506 -0.337
H 0.014 1.433 0.393